ORCA calculation (wB97M-V/def2-TZVPD) on an isolated ion of composition C22H17Cl2N2 and charge +1 in a non-equilibrium geometry.

HOMO energy   -11.0 eV
E_tot   -51109.92937 eV
SMILES   Cc1cc2c3c([n+](C)c4ccc(Cl)cc4c3c1)-c1cc(Cl)ccc1N2C
Gap between HOMO and LUMO   6.522 eV

```
! wB97M-V def2-TZVPD RIJCOSX def2/J DEFGRID3
* xyz 1 1
Cl 3.687 -1.591 -4.242
Cl 0.222 6.633 2.707
C 2.023 -2.930 -2.477
C 2.156 -0.570 -2.179
C 1.170 -2.966 -1.370
C -0.171 -1.130 2.746
C 0.553 5.400 0.349
C 2.529 -1.716 -2.889
C 0.358 5.216 1.720
C 1.230 -0.593 -1.111
C 0.698 -1.837 -0.700
C -0.074 -0.145 3.728
C 0.057 -0.869 1.423
C 0.076 1.164 3.270
C 0.337 3.929 2.229
C 0.757 4.303 -0.483
C 0.826 0.614 -0.326
C 0.456 0.407 1.003
C 0.330 1.470 1.922
C 0.512 2.805 1.435
C 0.716 2.966 0.003
N -0.058 -1.890 0.483
N 0.902 1.919 -0.789
C -0.307 -0.492 5.175
C -1.256 -2.764 0.544
C 0.941 2.186 -2.239
H 2.364 -3.814 -3.013
H 2.657 0.344 -2.483
H 0.851 -3.940 -1.043
H -0.380 -2.128 3.072
H 0.463 6.403 -0.077
H -0.005 1.964 3.992
H 0.191 3.808 3.307
H 0.919 4.563 -1.531
H -0.636 0.394 5.753
H -1.054 -1.253 5.302
H 0.613 -0.885 5.655
H -2.169 -2.162 0.664
H -1.366 -3.353 -0.391
H -1.214 -3.467 1.412
H 0.768 1.265 -2.782
H 0.184 2.900 -2.531
H 1.899 2.597 -2.482
*
```

Atomic partial charges in e from the Löwdin method, atoms 1 to 6:
1 Cl 0.660
2 Cl 0.717
3 C -0.063
4 C -0.049
5 C 0.012
6 C 0.036

ORCA calculation (wB97M-V/def2-TZVPD) on an isolated molecule of C4H4O3S in a non-equilibrium geometry.

HOMO energy   -9.9 eV
E_tot   -21187.85501 eV
SMILES   CSC(=O)C(=O)C=O
Gap between HOMO and LUMO   8.473 eV

```
! wB97M-V def2-TZVPD RIJCOSX def2/J DEFGRID3
* xyz 0 1
C -2.617 -0.397 0.305
C 0.172 -0.095 -0.371
C 1.363 0.827 -0.244
C 2.763 0.059 0.010
H -3.303 0.396 0.650
H -2.423 -1.356 0.910
H -2.969 -0.729 -0.819
H 3.761 0.504 -0.544
O 0.319 -1.283 -0.793
O 1.320 2.101 -0.156
O 2.805 -0.841 0.843
S -1.191 0.813 0.210
*
```

Atomic partial charges in e from the Löwdin method, atoms 1 to 6:
1 C -0.350
2 C -0.660
3 C -0.290
4 C -0.136
5 H 0.003
6 H 0.071

ORCA calculation (wB97M-V/def2-TZVPD) on C25H18FeN6O12S as an isolated structure.

⟨S²⟩   6.009
HOMO energy (spin up / spin down)   -3.5 / -2.8 eV
E_tot   -104954.64063 eV
Gap between HOMO and LUMO (spin up / spin down)   6.803 / 6.034 eV

```
! wB97M-V def2-TZVPD RIJCOSX def2/J DEFGRID3
* xyz -2 5
Fe -0.561 0.561 1.075
O 0.561 -3.255 2.384
C 1.481 -2.329 2.536
O 2.589 -2.345 2.049
C 1.061 -1.193 3.431
C 0.844 -1.351 4.787
C 0.630 -0.213 5.552
C 0.651 1.030 4.944
C 0.818 1.084 3.567
N 1.011 -0.008 2.829
C 0.787 2.402 2.791
O 1.119 3.425 3.381
O 0.421 2.280 1.574
H 0.765 -3.786 1.567
H 0.838 -2.341 5.224
H 0.452 -0.300 6.617
H 0.517 1.953 5.489
N 6.723 -3.598 -2.980
C 5.375 -3.566 -2.557
C 5.062 -3.344 -1.219
C 3.743 -3.345 -0.794
C 2.727 -3.569 -1.711
C 3.026 -3.790 -3.044
C 4.346 -3.797 -3.466
S 1.032 -3.543 -1.162
O 0.232 -3.951 -2.293
O 1.002 -4.438 -0.010
N 0.715 -2.098 -0.599
C 0.816 -1.018 -1.381
N 0.397 0.159 -0.832
C 0.530 1.269 -1.547
C 1.064 1.277 -2.823
C 1.431 0.036 -3.320
N 1.314 -1.088 -2.642
H 7.324 -3.045 -2.388
H 6.834 -3.318 -3.943
H 5.858 -3.161 -0.505
H 3.495 -3.155 0.244
H 2.212 -3.938 -3.740
H 4.583 -3.972 -4.511
H 0.186 2.179 -1.069
H 1.170 2.189 -3.392
H 1.843 -0.060 -4.324
O -2.823 2.348 1.957
C -2.805 2.309 0.730
O -2.052 1.606 -0.018
C -3.816 3.170 -0.025
C -4.652 4.025 0.685
C -5.570 4.824 0.026
C -5.638 4.747 -1.357
C -4.821 3.901 -2.091
C -3.907 3.113 -1.412
N -6.605 5.590 -2.065
O -7.325 6.322 -1.408
O -6.658 5.513 -3.281
H -4.557 4.040 1.763
H -6.226 5.497 0.557
H -4.909 3.872 -3.167
H -3.244 2.440 -1.938
O -3.574 -1.783 2.526
C -2.881 -1.065 1.820
O -1.627 -0.822 1.981
H -3.337 -0.579 0.932
*
```

Atomic partial charges in e from the Löwdin method, atoms 1 to 6:
1 Fe 0.849
2 O 0.123
3 C -0.499
4 O 0.085
5 C -0.182
6 C -0.001

ORCA calculation (wB97M-V/def2-TZVPD) on an isolated molecule of C6H8 in a non-equilibrium geometry.

HOMO energy   -9.5 eV
E_tot   -6348.22688 eV
SMILES   C#C[C@H](C)C=C
Gap between HOMO and LUMO   10.560 eV

```
! wB97M-V def2-TZVPD RIJCOSX def2/J DEFGRID3
* xyz 0 1
C -2.683 -0.140 -0.036
C -1.498 -0.232 0.179
C 1.946 -1.386 0.208
C 0.712 -1.017 -0.300
C 0.094 1.625 -0.251
C -0.104 0.063 0.336
H -3.760 -0.099 -0.347
H 2.528 -2.291 -0.021
H 2.090 -0.900 1.193
H 0.139 -1.462 -1.081
H -0.110 1.563 -1.306
H -0.635 2.235 0.229
H 1.099 2.016 -0.178
H 0.182 0.027 1.378
*
```

Atomic partial charges in e from the Löwdin method, atoms 1 to 6:
1 C 0.115
2 C -0.168
3 C 0.025
4 C -0.153
5 C -0.004
6 C -0.369

ORCA calculation (wB97M-V/def2-TZVPD) on an isolated ion of composition C7H11FNO4 and charge -1.

HOMO energy   -4.6 eV
E_tot   -19837.38127 eV
SMILES   CCC(=O)OCC[C@@](N)(F)C(=O)[O-]
Gap between HOMO and LUMO   7.976 eV

```
! wB97M-V def2-TZVPD RIJCOSX def2/J DEFGRID3
* xyz -1 1
C 3.552 -0.451 -0.015
C 2.140 -0.262 0.530
C 1.456 0.953 -0.034
O 1.955 1.717 -0.816
O 0.221 1.095 0.464
C -0.800 1.540 -0.429
C -1.568 0.373 -1.011
C -2.351 -0.526 -0.022
N -2.611 0.012 1.269
F -3.596 -0.739 -0.642
C -1.592 -1.879 0.132
O -0.650 -1.847 0.958
O -1.956 -2.804 -0.622
H 4.082 0.492 -0.115
H 3.509 -0.946 -0.981
H 4.116 -1.069 0.680
H 2.148 -0.135 1.611
H 1.501 -1.110 0.292
H -1.429 2.226 0.137
H -0.392 2.128 -1.251
H -2.212 0.730 -1.813
H -0.831 -0.275 -1.490
H -2.834 0.995 1.268
H -1.858 -0.219 1.902
*
```

Atomic partial charges in e from the Löwdin method, atoms 1 to 6:
1 C -0.098
2 C -0.141
3 C -0.508
4 O 0.101
5 O -0.001
6 C -0.178

Repeat the fourth record exactly.
ORCA calculation (wB97M-V/def2-TZVPD) on an isolated molecule of C6H8 in a non-equilibrium geometry.

HOMO energy   -9.5 eV
E_tot   -6348.22688 eV
SMILES   C#C[C@H](C)C=C
Gap between HOMO and LUMO   10.560 eV

```
! wB97M-V def2-TZVPD RIJCOSX def2/J DEFGRID3
* xyz 0 1
C -2.683 -0.140 -0.036
C -1.498 -0.232 0.179
C 1.946 -1.386 0.208
C 0.712 -1.017 -0.300
C 0.094 1.625 -0.251
C -0.104 0.063 0.336
H -3.760 -0.099 -0.347
H 2.528 -2.291 -0.021
H 2.090 -0.900 1.193
H 0.139 -1.462 -1.081
H -0.110 1.563 -1.306
H -0.635 2.235 0.229
H 1.099 2.016 -0.178
H 0.182 0.027 1.378
*
```

Atomic partial charges in e from the Löwdin method, atoms 1 to 6:
1 C 0.115
2 C -0.168
3 C 0.025
4 C -0.153
5 C -0.004
6 C -0.369